{"formula": "C5H12NO2", "method": "wB97M-V/def2-TZVPD", "elements": ["H", "H", "H", "H", "H", "N", "C", "C", "O", "C", "H", "C", "H", "H", "C", "O", "H", "H", "H", "H"], "coordinates": [[-0.75169, 1.99541, -1.70600], [-0.48375, -0.65188, -1.70366], [1.74070, 0.21196, 1.99112], [1.17806, -2.42600, -0.43888], [0.55700, 1.99499, -0.66043], [0.05145, 1.44677, -1.36099], [0.91061, 0.50287, 1.35134], [0.84386, -0.34545, 0.08267], [-2.61019, 0.65335, -0.89614], [-0.31999, 0.07558, -0.91385], [0.52754, 1.42705, -2.26677], [-1.70697, 0.20351, -0.24712], [-0.05110, 0.52414, 1.84960], [1.39147, -2.06366, 1.20016], [0.71923, -1.84700, 0.36490], [-1.86509, -0.33852, 0.94343], [1.76990, -0.21989, -0.49789], [1.17786, 1.55171, 1.15859], [-0.29789, -2.15341, 0.56213], [-2.78100, -0.54155, 1.18777]], "lumo_energy_ev": -3.706, "smiles": "CC(C)[C@H]([NH3+])C(=O)O", "charge": 1, "e_tot_ha": -402.70094, "gap_ha": 0.419}